Formula: C30H59BClFIN4O19S
Source: the OMol25 dataset
Level of theory: ωB97M-V/def2-TZVPD

Bonds (Å) are listed after each position.
Atoms and positions in Å:
1 I -5.44 2.89 -1.28  C35 2.132
2 Cl 1.32 -0.93 -0.29  C37 1.767
3 S -4.23 -0.81 1.04  F4 1.551, O12 1.428, O17 1.432, C39 1.810
4 F -3.07 -1.52 0.29  S3 1.551
5 O 4.27 -4.67 -0.89  C28 1.334, C46 1.434
6 O 1.73 -5.22 6.53  C32 1.434, C56 1.326
7 O -2.28 2.00 -5.04  N24 1.136
8 O 3.68 -6.76 -1.50  C28 1.201
9 O 3.46 -6.00 0.61  C28 1.328, C41 1.438
10 O -3.25 1.72 -3.15  N24 1.503, C49 1.387
11 O -3.34 8.32 -1.68  C36 1.441, C55 1.324
12 O -5.48 -1.25 0.50  S3 1.428
13 O -4.61 6.96 -2.75  C29 1.428, C55 1.333
14 O -2.49 -0.16 -2.05  C49 1.393, C51 1.441
15 O -0.97 -1.05 2.01  B58 1.346, H85 0.960
16 O -4.06 -2.90 -2.31  C33 1.416, C44 1.428
17 O -3.91 -0.81 2.43  S3 1.432
18 O 1.75 -6.02 4.42  C56 1.203
19 O 6.05 1.16 3.49  C30 1.326, C47 1.438
20 O 4.48 0.95 1.88  C30 1.209
21 O 2.26 -3.88 4.93  C43 1.440, C56 1.333
22 O -2.38 6.75 -2.99  C55 1.207
23 O 6.50 1.88 1.52  C30 1.328, C40 1.428
24 N -2.01 2.03 -3.94  O7 1.136, O10 1.503
25 N -0.58 0.76 0.40  C37 1.466, C50 1.284, B58 1.567
26 N -2.72 1.39 0.94  C39 1.464, C50 1.414, H106 1.012
27 N -1.83 1.86 -1.28  C49 1.487, C50 1.398, C53 1.496
28 C 3.79 -5.90 -0.67  O5 1.334, O8 1.201, O9 1.328
29 C -4.78 5.93 -3.73  O13 1.428, H62 1.088, H76 1.089, H108 1.086
30 C 5.57 1.29 2.26  O19 1.326, O20 1.209, O23 1.328
31 C -0.63 4.06 -1.52  C53 1.531, H60 1.092, H89 1.095, H91 1.092
32 C 1.30 -6.51 6.99  O6 1.434, H104 1.087, H112 1.088, H116 1.085
33 C -2.87 -2.40 -2.90  O16 1.416, C51 1.518, H87 1.095, H95 1.094
34 C 2.51 2.23 -1.19  C38 1.534, H61 1.093, H64 1.092, H100 1.093
35 C -4.26 1.13 -1.06  I1 2.132, C39 1.550, C49 1.554, H59 1.093
36 C -2.04 8.85 -1.35  O11 1.441, C45 1.511, H68 1.088, H115 1.090
37 C 0.62 0.68 -0.45  Cl2 1.767, N25 1.466, C38 1.542, H102 1.088
38 C 1.66 1.73 -0.01  C34 1.534, C37 1.542, H63 1.093, H93 1.097
39 C -4.00 0.89 0.44  S3 1.810, N26 1.464, C35 1.550, H109 1.093
40 C 6.16 2.07 0.15  O23 1.428, H66 1.089, H75 1.088, H105 1.085
41 C 2.90 -7.28 0.96  O9 1.438, H69 1.082, H86 1.089, H111 1.087
42 C -6.34 -3.62 -2.63  C44 1.524, H77 1.094, H81 1.089, H90 1.092
43 C 2.47 -3.58 3.53  O21 1.440, C52 1.509, H82 1.088, H101 1.088
44 C -4.98 -3.40 -3.28  O16 1.428, C42 1.524, H97 1.097, H99 1.099
45 C -1.51 9.76 -2.43  C36 1.511, H107 1.090, H113 1.090, H114 1.089
46 C 4.61 -4.43 -2.26  O5 1.434, C48 1.511, H88 1.089, H96 1.088
47 C 5.19 0.47 4.42  O19 1.438, C57 1.512, H73 1.090, H79 1.088
48 C 3.38 -4.14 -3.09  C46 1.511, H74 1.089, H92 1.092, H117 1.090
49 C -2.97 1.15 -1.92  O10 1.387, O14 1.393, N27 1.487, C35 1.554
50 C -1.66 1.32 0.00  N25 1.284, N26 1.414, N27 1.398
51 C -2.96 -0.91 -3.19  O14 1.441, C33 1.518, H80 1.097, H84 1.095
52 C 1.18 -3.30 2.80  C43 1.509, H78 1.090, H83 1.090, H98 1.091
53 C -1.96 3.35 -1.23  N27 1.496, C31 1.531, H67 1.094, H72 1.086
54 C -0.10 1.20 2.99  B58 1.559, H65 1.096, H70 1.092, H103 1.095
55 C -3.35 7.31 -2.52  O11 1.324, O13 1.333, O22 1.207
56 C 1.90 -5.13 5.21  O6 1.326, O18 1.203, O21 1.333
57 C 5.30 -1.03 4.29  C47 1.512, H71 1.090, H94 1.090, H110 1.091
58 B -0.58 0.22 1.87  O15 1.346, N25 1.567, C54 1.559
59 H -4.91 0.33 -1.43  C35 1.093
60 H -0.83 4.98 -2.08  C31 1.092
61 H 3.55 2.32 -0.88  C34 1.093
62 H -4.56 6.31 -4.73  C29 1.088
63 H 2.30 1.31 0.76  C38 1.093
64 H 2.48 1.55 -2.04  C34 1.092
65 H 0.99 1.11 3.10  C54 1.096
66 H 6.11 1.11 -0.37  C40 1.089
67 H -2.34 3.67 -0.26  C53 1.094
68 H -2.20 9.40 -0.42  C36 1.088
69 H 2.81 -7.28 2.04  C41 1.082
70 H -0.58 0.97 3.95  C54 1.092
71 H 6.34 -1.36 4.40  C57 1.090
72 H -2.70 3.64 -1.97  C53 1.086
73 H 4.17 0.81 4.28  C47 1.090
74 H 2.73 -5.01 -3.13  C48 1.089
75 H 5.21 2.58 0.05  C40 1.088
76 H -4.13 5.09 -3.50  C29 1.089
77 H -7.14 -3.36 -3.34  C42 1.094
78 H 1.39 -2.96 1.79  C52 1.090
79 H 5.53 0.79 5.41  C47 1.088
80 H -4.00 -0.66 -3.42  C51 1.097
81 H -6.46 -2.97 -1.76  C42 1.089
82 H 3.05 -4.37 3.06  C43 1.088
83 H 0.63 -2.53 3.34  C52 1.090
84 H -2.33 -0.64 -4.05  C51 1.095
85 H -1.23 -1.21 2.92  O15 0.960
86 H 1.92 -7.40 0.50  C41 1.089
87 H -2.69 -2.93 -3.85  C33 1.095
88 H 5.17 -5.28 -2.66  C46 1.089
89 H -0.11 4.36 -0.60  C31 1.095
90 H -6.50 -4.66 -2.34  C42 1.092
91 H 0.02 3.43 -2.12  C31 1.092
92 H 2.82 -3.32 -2.64  C48 1.092
93 H 1.12 2.57 0.45  C38 1.097
94 H 4.95 -1.36 3.31  C57 1.090
95 H -2.05 -2.59 -2.20  C33 1.094
96 H 5.28 -3.57 -2.24  C46 1.088
97 H -4.59 -4.35 -3.68  C44 1.097
98 H 0.54 -4.18 2.74  C52 1.091
99 H -5.06 -2.70 -4.12  C44 1.099
100 H 2.20 3.23 -1.52  C34 1.093
101 H 3.08 -2.68 3.53  C43 1.088
102 H 0.35 0.83 -1.49  C37 1.088
103 H -0.30 2.24 2.74  C54 1.095
104 H 1.96 -7.29 6.61  C32 1.087
105 H 6.96 2.67 -0.27  C40 1.085
106 H -2.79 2.30 1.38  N26 1.012
107 H -0.58 10.22 -2.11  C45 1.090
108 H -5.82 5.63 -3.67  C29 1.086
109 H -4.79 1.36 1.03  C39 1.093
110 H 4.70 -1.51 5.06  C57 1.091
111 H 3.56 -8.09 0.63  C41 1.087
112 H 0.28 -6.70 6.66  C32 1.088
113 H -2.23 10.55 -2.65  C45 1.090
114 H -1.32 9.20 -3.35  C45 1.089
115 H -1.35 8.03 -1.14  C36 1.090
116 H 1.35 -6.46 8.07  C32 1.085
117 H 3.64 -3.87 -4.11  C48 1.090

Computed properties:
**Gap between HOMO and LUMO**: 0.315 Ha
**E_LUMO**: -3.5 eV
**Charge**: +1